Entry 1:
{
  "formula": "C9H4FeN2O3",
  "method": "the ωB97M-V functional and the def2-TZVPD basis",
  "s2": 6.02,
  "e_lumo_ev": [-10.19, -11.60],
  "charge": 2,
  "homo_lumo_gap_ev": [7.778, 6.370],
  "spin_multiplicity": 5,
  "symbols": ["Fe", "O", "O", "O", "N", "N", "C", "C", "C", "C", "C", "C", "C", "C", "C", "H", "H", "H", "H"],
  "xyz": [[1.4417, -0.6632, -0.2438], [4.1120, 0.0762, -1.1938], [4.2281, -2.7551, 2.9673], [1.9006, -3.2668, -1.5276], [-0.0613, 0.3078, -0.3797], [-4.7052, -0.9691, -0.1637], [1.4191, -2.2684, -1.1046], [3.5782, -2.3974, 2.0963], [-3.7359, -0.3322, -0.0182], [-2.4176, 0.3505, 0.0624], [0.1078, 1.6440, -0.0331], [-1.0457, 2.4138, 0.1151], [2.9649, 0.1527, -0.8500], [-2.2889, 1.7492, 0.1301], [-1.2460, -0.3873, -0.1403], [-3.2213, 2.2934, 0.1462], [1.1369, 2.0206, 0.1453], [-1.2045, -1.4815, -0.1685], [-0.9628, 3.5130, 0.1605]],
  "atomic_forces_ev_per_a": [[-1.0, 0.4, 3.8], [-8.3, 1.1, 2.4], [-1.9, 1.0, -2.6], [-3.6, 6.4, 2.6], [-2.4, 1.2, 2.4], [2.0, 1.5, 0.4], [4.1, -10.3, -4.8], [1.7, -0.8, 2.4], [-0.4, -0.7, 0.0], [-0.2, -0.8, -0.5], [-1.5, -0.4, -0.5], [0.3, -0.2, 0.0], [12.1, 0.2, -4.0], [0.0, 0.0, -0.4], [0.2, 1.6, -0.7], [0.0, 0.4, 0.2], [-0.8, -0.1, -0.7], [-0.2, 0.4, -0.3], [-0.2, -0.7, 0.3]],
  "nbo_charge": [1.2967, -0.2282, -0.3912, -0.2218, -0.6362, -0.1120, 0.3938, 0.4257, 0.1895, -0.1186, 0.0574, -0.1982, 0.3917, -0.0161, 0.0915, 0.2830, 0.2470, 0.2503, 0.2956]
}



Entry 2:
{
  "formula": "C38H28F2N4O2Sr",
  "method": "the ωB97M-V functional and the def2-TZVPD basis",
  "e_lumo_ev": 4.70,
  "charge": -2,
  "homo_lumo_gap_ev": 6.467,
  "relative_energy_kcal_mol": 25.7,
  "symbols": ["Sr", "F", "F", "O", "O", "N", "N", "N", "N", "C", "C", "C", "C", "C", "C", "C", "C", "C", "C", "C", "C", "C", "C", "C", "C", "C", "C", "C", "C", "C", "C", "C", "C", "C", "C", "C", "C", "C", "C", "C", "C", "C", "C", "C", "C", "C", "C", "H", "H", "H", "H", "H", "H", "H", "H", "H", "H", "H", "H", "H", "H", "H", "H", "H", "H", "H", "H", "H", "H", "H", "H", "H", "H", "H", "H"],
  "xyz": [[6.5989, -13.1687, 14.1093], [11.0253, -12.7691, 9.8472], [11.2225, -9.3977, 12.9655], [5.0593, -13.8419, 12.2578], [8.1640, -14.5175, 15.6816], [5.3015, -14.5438, 16.4347], [7.8448, -11.5333, 16.2615], [3.9459, -13.1834, 14.7517], [7.8743, -14.6309, 11.9737], [2.7677, -13.3698, 12.5888], [9.5250, -12.9061, 11.7444], [2.3241, -13.9452, 9.9425], [5.4465, -15.7315, 15.9537], [8.8929, -12.0246, 16.9274], [4.0862, -8.7417, 14.4441], [1.5285, -13.1310, 11.9891], [5.6731, -10.6164, 14.7269], [4.0288, -14.1554, 16.9714], [7.1011, -10.5733, 16.7532], [9.0473, -14.3036, 11.3966], [9.5406, -11.0284, 13.2633], [10.5331, -12.2907, 11.0332], [10.5547, -10.5021, 12.5402], [3.8898, -13.8594, 11.8042], [8.6021, -10.4422, 18.6402], [7.2949, -15.8118, 11.7212], [9.0983, -16.4333, 10.3024], [4.7180, -9.8761, 13.9507], [8.9578, -12.2479, 12.8831], [9.7161, -15.2463, 10.5811], [8.7323, -17.8503, 14.4413], [4.4195, -8.2261, 15.7009], [7.8460, -16.7339, 10.8610], [6.6354, -16.2843, 15.3798], [7.5106, -9.9855, 18.0033], [3.5502, -14.2168, 10.4821], [6.4158, -17.5697, 14.8215], [9.2745, -11.5298, 18.1285], [7.4393, -18.3372, 14.3558], [1.3136, -13.3214, 10.6166], [8.9731, -16.6145, 15.0527], [3.7818, -12.8661, 16.1776], [7.9394, -15.7291, 15.3779], [5.3070, -8.8870, 16.5109], [5.9954, -10.0068, 15.9933], [11.0076, -11.0239, 11.3864], [2.8753, -13.1102, 14.0270], [6.4450, -16.0835, 12.3033], [0.3708, -13.0836, 10.2105], [10.1005, -11.9631, 18.6953], [3.9809, -7.3066, 16.0487], [5.4526, -8.5674, 17.5351], [11.7233, -10.4863, 10.7783], [4.4667, -10.3766, 13.0061], [7.2649, -19.1998, 13.7984], [9.1418, -10.4732, 14.0855], [9.9818, -16.1337, 15.0714], [0.7688, -12.7528, 12.6539], [1.9297, -12.7231, 14.4618], [4.5731, -16.3743, 15.9132], [4.3351, -14.6734, 9.8094], [2.8016, -12.4712, 16.4088], [7.4455, -17.7621, 10.6492], [2.0807, -14.3352, 8.9417], [4.5843, -12.1982, 16.5140], [4.0645, -13.9640, 18.0597], [10.7179, -15.0423, 10.1606], [9.5740, -18.3799, 13.9391], [8.8515, -10.0170, 19.6226], [3.2511, -14.8739, 16.8933], [9.6373, -17.1659, 9.7340], [5.4388, -17.9846, 14.7065], [3.3250, -8.2260, 13.8452], [6.8898, -9.2469, 18.5054], [9.4673, -12.7483, 16.3681]],
  "atomic_forces_ev_per_a": [[0.5, 0.3, 0.1], [0.1, -0.3, -0.1], [0.0, 0.9, 0.3], [0.5, -0.6, 0.0], [-0.1, -0.1, -0.1], [1.1, -1.8, 0.5], [-0.2, -0.9, -1.0], [-1.8, 0.4, -0.2], [0.1, -0.4, -0.2], [-0.1, -0.4, 0.2], [-0.1, -0.9, 0.4], [0.0, -0.9, -1.6], [-0.5, 2.2, 0.6], [-0.1, 0.2, -1.1], [0.0, 0.3, -0.7], [0.7, 0.2, -0.3], [0.1, 1.3, 0.3], [0.9, 1.2, 0.0], [0.9, 1.0, 2.0], [-0.6, 0.5, 0.4], [-0.9, -0.9, 0.0], [-0.1, 1.4, -0.2], [0.5, 0.7, 0.5], [-0.5, 1.2, 0.6], [0.1, -0.1, 1.6], [1.1, 0.1, -0.1], [-0.6, -0.2, 0.5], [0.5, -1.3, 1.1], [0.1, -0.2, -0.3], [0.7, 1.1, -0.1], [1.6, 1.1, 0.3], [-0.5, -0.1, -0.2], [0.7, -1.4, -0.9], [-1.1, -1.9, -0.6], [-1.7, 0.2, -0.9], [1.3, -0.9, -1.4], [0.6, 0.6, 0.4], [1.5, -0.3, 1.1], [0.5, 0.6, -0.1], [-0.1, 0.2, 2.5], [1.8, -0.8, -1.4], [0.0, -0.6, 0.1], [-0.3, 0.9, 1.0], [0.6, -0.7, -0.4], [-1.1, -0.3, -1.3], [0.7, -1.4, -1.6], [1.0, 0.5, 0.3], [-0.8, 0.2, 0.2], [-0.9, 0.1, -0.6], [0.0, 0.1, -0.4], [-0.4, 0.2, 0.1], [0.1, 0.3, -0.1], [0.1, -0.2, 0.0], [-0.3, 0.7, 0.1], [-0.4, -1.5, -0.7], [-0.1, 0.2, 0.6], [-0.8, -0.7, 0.0], [-0.4, 0.2, -0.1], [0.2, -0.2, 0.1], [-0.3, -0.4, 0.1], [-0.8, 0.5, 1.0], [-0.4, 0.5, 0.0], [0.0, 1.3, 0.5], [0.4, 0.4, 0.2], [-0.4, 0.2, -0.4], [0.4, 0.3, -0.3], [-0.8, 0.0, 0.4], [-0.6, 0.3, 0.7], [0.1, -0.2, -0.4], [-1.0, -1.1, -0.7], [0.0, -0.3, -0.4], [-0.8, 0.1, 0.2], [0.3, -0.1, 0.1], [0.3, 0.0, -0.3], [-0.1, -0.4, 0.3]],
  "mulliken_charge": [1.1383, -0.3710, -0.3713, -0.0179, -0.6472, -0.0327, 0.8444, 0.7422, 0.5634, 0.8600, 0.1473, -0.1790, -0.3202, -0.4768, -0.6288, -0.5146, 0.6933, -1.1988, 0.0913, -0.0823, -1.0122, 0.2155, 0.2941, -0.1028, -0.2901, -0.5499, -0.2883, -1.1841, 0.6772, -0.7098, -0.0223, -0.5964, -1.0950, 0.9862, -1.0892, -0.7957, -0.9204, -1.0347, -0.7946, -0.9039, -0.7487, -0.2659, 0.3477, -0.7353, 0.9762, -0.6432, -0.8275, 0.6915, 0.4071, 0.3446, 0.3672, 0.2529, 0.4360, 0.3306, 0.4482, 0.5075, 0.2596, 0.3066, -0.0539, 0.1674, 0.2580, 0.5344, 0.2773, 0.2893, -0.3288, 0.3260, 0.3653, 0.2954, 0.3507, 0.4764, 0.3695, 0.2576, 0.3133, 0.1661, 0.4575]
}



Entry 3:
{
  "formula": "C4H20NO12V2",
  "method": "the ωB97M-V functional and the def2-TZVPD basis",
  "e_lumo_ev": -4.64,
  "charge": 1,
  "homo_lumo_gap_ev": 8.379,
  "relative_energy_kcal_mol": 0.0,
  "symbols": ["V", "V", "O", "O", "O", "O", "O", "O", "O", "O", "O", "O", "O", "O", "N", "C", "C", "C", "C", "H", "H", "H", "H", "H", "H", "H", "H", "H", "H", "H", "H", "H", "H", "H", "H", "H", "H", "H", "H"],
  "xyz": [[-0.0470, 3.4635, -1.7963], [1.6881, -0.6291, -2.3354], [-2.1447, 2.8856, -2.1633], [1.9346, -0.2597, -3.8944], [0.8534, 1.4503, -1.8123], [3.6397, 0.2049, -1.5011], [-0.0157, 1.9982, 0.0847], [3.1479, -0.3205, 1.2857], [-0.4142, 4.7172, -0.9021], [-0.0087, 3.9380, -3.3049], [2.0170, -2.1774, -2.0591], [-2.7470, 2.6833, 0.5907], [-1.6199, -1.8162, -0.4737], [0.7849, -0.0988, -0.3243], [0.1014, 1.3511, 2.7684], [0.5912, 1.1160, -0.6066], [-1.6375, -2.9518, 0.4098], [-1.3778, -2.4317, 1.8348], [-0.6035, -3.9560, -0.0809], [-0.3148, -2.2064, 1.9581], [-0.7083, -4.9086, 0.4457], [3.6816, 0.2322, -0.5280], [-2.5423, 2.5374, -1.3409], [-1.6759, -3.1611, 2.5879], [-1.9751, -1.5255, 1.9466], [-0.7619, -4.1230, -1.1437], [0.7419, 2.0888, 3.0685], [3.2034, 0.5297, 1.7362], [-1.7816, 2.6272, 0.5493], [4.5247, -0.0401, -1.7970], [-3.0513, 1.7754, 0.7158], [0.5022, 0.4595, 3.0610], [0.0551, 1.4272, 1.7225], [-0.7961, -1.3439, -0.3170], [0.4181, -3.6210, 0.1093], [-2.6360, -3.3779, 0.3307], [-0.8320, 1.5145, 3.1447], [2.2508, -0.3658, 0.9128], [-2.4449, 2.3144, -2.8820]],
  "atomic_forces_ev_per_a": [[-2.1, 0.4, -1.7], [2.5, -0.5, -1.5], [0.8, -0.4, 0.7], [-0.7, -1.1, 3.0], [0.7, 1.0, -1.3], [-0.9, 0.0, -0.2], [0.5, -0.2, 1.2], [-0.1, 0.3, -0.2], [0.8, -0.8, -0.4], [0.6, -0.3, 1.4], [-0.8, 2.4, -0.7], [0.0, -0.3, -0.2], [-0.4, 0.1, -0.1], [0.7, -0.7, 0.8], [0.5, 0.2, -0.1], [-1.8, 0.1, -0.9], [0.8, 0.5, 0.0], [-0.3, -0.4, -0.5], [-0.3, -0.3, 0.5], [0.0, 0.0, 0.0], [-0.1, 0.0, -0.1], [0.0, -0.4, 0.1], [-0.3, 0.4, 0.1], [0.1, 0.1, 0.1], [0.0, 0.0, 0.2], [0.1, -0.1, 0.0], [-0.2, 0.1, 0.2], [0.1, -0.1, 0.1], [-0.1, 0.0, 0.1], [-0.1, -0.2, -0.3], [-0.1, 0.0, 0.1], [-0.3, -0.2, 0.0], [-0.1, 0.1, -0.4], [0.1, -0.1, 0.1], [0.0, 0.2, -0.2], [-0.1, 0.1, 0.0], [0.0, -0.1, 0.2], [0.0, -0.1, 0.0], [0.3, 0.1, -0.2]],
  "mulliken_charge": [1.2501, 1.1486, -0.4777, -0.5105, -1.0903, -0.5524, -1.3446, -0.7334, -0.4942, -0.4956, -0.5104, -0.7131, -0.5936, -0.1625, -0.1874, 1.8564, 0.3385, -1.0394, -1.1864, 0.1500, 0.4041, 0.3808, 0.3669, 0.4424, 0.2268, 0.3057, 0.4213, 0.3254, 0.4528, 0.3467, 0.3426, 0.4065, 0.0520, 0.2351, 0.2209, 0.3913, 0.4038, 0.2685, 0.3543]
}



Entry 4:
{
  "formula": "C23H44HoN6S6",
  "method": "the ωB97M-V functional and the def2-TZVPD basis",
  "s2": 6.00,
  "e_lumo_ev": [-7.44, -7.75],
  "charge": 3,
  "homo_lumo_gap_ev": [8.625, 8.317],
  "relative_energy_kcal_mol": 12.4,
  "spin_multiplicity": 5,
  "symbols": ["Ho", "S", "S", "S", "S", "S", "S", "N", "N", "N", "N", "N", "N", "C", "C", "C", "C", "C", "C", "C", "C", "C", "C", "C", "C", "C", "C", "C", "C", "C", "C", "C", "C", "C", "C", "C", "H", "H", "H", "H", "H", "H", "H", "H", "H", "H", "H", "H", "H", "H", "H", "H", "H", "H", "H", "H", "H", "H", "H", "H", "H", "H", "H", "H", "H", "H", "H", "H", "H", "H", "H", "H", "H", "H", "H", "H", "H", "H", "H", "H"],
  "xyz": [[0.0532, -0.0232, 0.5995], [-0.4766, 0.9715, -2.4794], [1.0647, -2.9616, 0.8383], [-1.9055, -1.7104, 2.2587], [-1.6668, -1.9244, -1.0648], [2.7496, -1.0803, 4.3604], [1.5450, -1.1640, -1.6462], [-4.1711, -2.7689, 3.0845], [1.1944, 2.3439, 0.7843], [0.1076, -0.7899, 4.8830], [0.9393, -0.2903, 2.7616], [-1.7293, 1.7957, 0.6071], [2.1052, -0.3428, 2.0280], [2.4113, -3.3370, -0.3429], [3.1401, -0.6996, 2.7090], [-3.3843, -1.6655, 3.1608], [0.1400, 3.3292, 1.1310], [-5.3353, -2.9411, 3.7471], [-3.8503, -0.6486, 3.9996], [-2.2466, 1.7553, 1.9908], [2.2735, 2.5178, 1.7881], [-1.7751, -0.1095, -3.1446], [-1.5954, -1.5834, -2.8472], [-1.1256, 3.1231, 0.3411], [-0.8726, -3.5652, -1.1063], [-2.8995, 1.6254, -0.2823], [-0.2856, -3.9999, 0.2222], [5.2608, -2.0610, 2.5437], [-5.0399, -0.7916, 4.6862], [2.9619, -2.1364, -1.1107], [-5.8055, -1.9530, 4.5646], [2.1613, 0.0206, -2.8597], [1.7926, 2.7127, -0.5178], [0.9366, 0.5850, -3.5783], [4.5436, -0.7561, 2.2033], [1.1035, -0.7013, 4.0030], [-1.6238, -4.2885, -1.4247], [1.1993, 1.4998, -4.1067], [2.5902, 3.5647, 1.8042], [-1.4371, 1.6672, 2.7199], [3.1271, 1.9006, 1.5272], [4.7008, -2.9296, 2.1949], [2.0292, -4.0883, -1.0328], [-1.8464, 3.9061, 0.6030], [-3.8439, -3.5139, 2.4820], [-5.8379, -3.8836, 3.5843], [2.8018, -0.4980, -3.5732], [-0.8290, -0.8278, 4.5027], [-5.3786, 0.0064, 5.3342], [-6.7358, -2.0840, 5.0957], [-3.2612, 0.2466, 4.1206], [0.2609, -1.1630, 5.8053], [5.0867, 0.0919, 2.6314], [2.6244, 2.0421, -0.7274], [3.2120, -3.8012, 0.2309], [2.7470, 0.8003, -2.3811], [1.9125, 2.2449, 2.7780], [-3.6983, 2.3128, 0.0116], [-2.7110, 0.2680, -2.7358], [-2.3936, -2.1507, -3.3272], [-2.8876, 0.8867, 2.0828], [-1.0262, -3.9686, 1.0191], [0.5164, 4.3434, 0.9572], [-3.2749, 0.6035, -0.2117], [-1.8189, 0.0558, -4.2217], [4.5067, -0.5847, 1.1267], [2.1813, 3.7352, -0.4800], [6.2461, -2.0771, 2.0830], [-0.0542, 3.2513, 2.2014], [-2.8223, 2.6586, 2.2173], [0.5667, -0.1282, -4.3138], [0.0742, -5.0268, 0.1498], [-0.6402, -1.9456, -3.2290], [3.6366, -1.5374, -0.5037], [1.0646, 2.6562, -1.3225], [-0.9442, 3.2039, -0.7307], [5.4080, -2.1677, 3.6191], [3.5050, -2.4848, -1.9894], [-2.6231, 1.8574, -1.3064], [-0.1014, -3.5175, -1.8764]],
  "atomic_forces_ev_per_a": [[0.1, -0.2, -0.2], [0.0, 0.0, 0.1], [-0.2, 0.1, 0.1], [0.0, 0.0, 0.2], [-0.1, 0.1, 0.0], [0.1, 0.0, 0.0], [-0.1, 0.2, 0.2], [0.0, 0.0, 0.0], [0.0, -0.1, 0.0], [-0.1, 0.0, 0.0], [0.1, -0.1, -0.2], [0.1, -0.2, 0.1], [0.0, 0.0, 0.0], [0.1, -0.1, 0.0], [0.0, 0.0, 0.0], [-0.1, 0.0, -0.1], [0.1, 0.0, 0.0], [0.0, 0.0, 0.0], [0.1, 0.0, 0.0], [0.1, 0.1, 0.1], [-0.1, 0.1, 0.0], [0.0, 0.0, -0.1], [0.0, 0.0, 0.0], [-0.1, 0.0, 0.0], [0.0, 0.0, 0.0], [0.0, 0.0, 0.0], [0.0, 0.0, 0.0], [0.0, 0.0, 0.0], [0.0, 0.0, 0.0], [0.0, 0.0, 0.0], [0.0, 0.0, 0.0], [0.0, 0.0, -0.1], [0.0, 0.0, 0.0], [0.0, 0.0, 0.0], [-0.1, 0.0, 0.0], [-0.1, 0.1, 0.0], [0.0, 0.0, 0.0], [0.0, 0.0, 0.0], [0.0, 0.0, 0.0], [0.0, 0.0, 0.0], [0.0, 0.0, 0.0], [0.0, 0.0, 0.0], [0.0, 0.0, 0.0], [0.0, 0.0, 0.0], [0.0, 0.0, 0.0], [0.0, 0.0, 0.0], [0.0, 0.0, 0.0], [0.0, 0.0, 0.0], [0.0, 0.0, 0.0], [0.0, 0.0, 0.0], [0.0, 0.0, 0.0], [0.0, 0.0, 0.0], [0.0, 0.0, 0.0], [0.0, 0.0, 0.0], [0.0, 0.0, 0.0], [0.0, 0.0, 0.0], [0.0, 0.0, 0.0], [0.0, 0.0, 0.0], [0.0, 0.0, 0.0], [0.0, 0.0, 0.0], [0.0, 0.0, 0.0], [0.0, 0.0, 0.0], [0.0, 0.0, 0.0], [0.0, 0.0, 0.0], [0.0, 0.0, 0.0], [0.0, 0.0, 0.0], [0.0, 0.0, 0.0], [0.0, 0.0, 0.0], [0.0, 0.0, 0.0], [0.0, 0.0, 0.0], [0.0, 0.0, 0.0], [0.0, 0.0, 0.0], [0.0, 0.0, 0.0], [0.0, 0.0, 0.0], [0.0, 0.0, 0.0], [0.0, 0.0, 0.0], [0.0, 0.0, 0.0], [0.0, 0.0, 0.0], [0.0, 0.0, 0.0], [0.0, 0.0, 0.0]],
  "mulliken_charge": [0.0669, 0.3785, 0.3499, -0.2055, 0.3489, -0.1686, 0.0928, -0.0544, 1.1038, -0.3503, 0.9458, 0.8493, -0.0718, -1.1275, 0.0992, 0.2428, -1.0862, -0.2749, -0.2279, -1.6797, -1.4498, -1.3144, -0.8338, -0.9801, -0.7669, -1.1772, -0.9776, -1.3995, -0.5811, -0.4194, -0.6986, -0.8366, -1.0867, -1.1206, -0.3750, 0.1565, 0.6564, 0.5196, 0.5133, 0.4654, 0.2708, 0.2919, 0.4945, 0.4362, 0.1857, 0.4631, 0.6303, 0.0119, 0.4573, 0.4330, 0.4237, 0.2662, 0.3910, 0.1686, 0.5640, 0.2411, 0.3592, 0.4139, 0.4529, 0.6207, 0.5835, 0.2619, 0.4324, 0.2329, 0.5889, 0.1545, 0.3855, 0.4164, 0.5395, 0.3031, 0.4994, 0.5989, 0.3534, -0.1738, 0.2792, 0.4618, 0.4600, 0.6950, 0.5028, 0.3231]
}